Record 1
{"formula": "C12H17Br4IrO9P3", "method": "ωB97M-V/def2-TZVPD", "elements": ["Ir", "O", "P", "O", "O", "O", "P", "O", "O", "O", "H", "H", "Br", "C", "C", "Br", "C", "Br", "C", "O", "C", "O", "C", "Br", "C", "C", "P", "C", "C", "C", "C", "H", "H", "H", "H", "H", "H", "H", "H", "H", "H", "H", "H", "H", "H", "H"], "coordinates": [[0.8660, 0.2103, -1.0210], [-0.5627, 0.0145, -4.0741], [0.8015, -0.7774, -3.7744], [1.3245, -1.4606, -4.9453], [1.6697, 0.1973, -2.9255], [0.2162, -1.7829, -2.5816], [1.2191, -2.6708, -1.6085], [0.2043, -3.8229, -1.1696], [2.4277, -3.1414, -2.2700], [1.3600, -1.7077, -0.3815], [-0.8000, -0.1216, -4.9978], [0.6300, -4.6801, -1.2795], [6.8902, 1.4502, 2.4883], [5.0730, 1.2112, 2.0955], [4.1478, 0.9109, 3.1657], [4.7726, 0.7998, 4.9280], [2.8188, 0.7147, 2.9025], [1.5326, 0.3225, 4.2207], [2.3384, 0.8060, 1.5697], [1.1226, 0.6581, 1.2463], [3.2637, 1.1225, 0.4992], [2.7943, 1.2236, -0.6745], [4.6400, 1.3184, 0.8047], [5.7595, 1.7028, -0.6470], [-2.9683, -0.6552, -1.9858], [-2.7861, 0.5898, -1.1150], [-1.3539, 0.4951, -0.0036], [-1.4791, 1.8996, 1.1545], [-2.8922, 2.4327, 1.3988], [-1.5594, -1.0423, 0.9512], [-2.8370, -1.1169, 1.7864], [-3.7814, -0.4918, -2.6929], [-3.2254, -1.5268, -1.3819], [-2.0702, -0.8885, -2.5580], [-3.6623, 0.7536, -0.4885], [-2.6574, 1.4839, -1.7291], [-0.8356, 2.6923, 0.7673], [-1.0049, 1.5568, 2.0750], [-3.3322, 2.8588, 0.4967], [-2.8440, 3.2265, 2.1460], [-3.5677, 1.6643, 1.7761], [-0.6676, -1.1167, 1.5744], [-1.5016, -1.8648, 0.2357], [-2.8218, -0.3944, 2.6037], [-2.9251, -2.1103, 2.2278], [-3.7365, -0.9432, 1.1908]], "forces_ev_per_a": [[0.0, 0.4, 0.7], [0.1, 0.1, 0.0], [0.1, 0.0, 0.5], [0.1, 0.1, -0.1], [-0.4, -0.3, -0.3], [0.4, -0.1, -0.2], [-0.2, 0.2, 0.0], [0.1, 0.3, 0.1], [0.0, -0.1, 0.1], [-0.1, -0.2, -0.5], [-0.1, 0.0, -0.1], [0.0, -0.1, -0.1], [0.0, 0.0, 0.0], [-0.1, -0.1, 0.3], [0.1, 0.1, -0.1], [0.0, 0.0, 0.0], [0.0, 0.0, 0.0], [0.1, 0.0, -0.1], [-0.2, 0.0, 0.0], [0.1, -0.1, 0.2], [0.0, 0.1, -0.1], [0.1, 0.0, 0.0], [0.0, 0.0, -0.2], [0.0, 0.0, 0.1], [0.0, 0.0, 0.0], [0.0, -0.1, -0.1], [0.2, -0.3, -0.2], [0.0, 0.1, 0.0], [0.1, 0.1, 0.1], [-0.1, 0.1, 0.1], [0.0, -0.1, 0.0], [0.0, 0.0, 0.0], [0.0, 0.0, 0.0], [-0.1, 0.0, 0.1], [-0.1, 0.0, 0.0], [0.0, 0.0, 0.0], [0.0, 0.0, 0.0], [0.0, 0.0, 0.0], [0.0, 0.0, 0.0], [0.0, 0.0, 0.0], [0.0, 0.0, 0.0], [0.0, 0.0, 0.0], [0.0, 0.0, 0.0], [0.0, 0.0, 0.0], [0.0, 0.0, 0.0], [0.1, 0.0, 0.0]], "multiplicity": 6}

=====

Record 2
{"formula": "C4H9N7", "method": "ωB97M-V/def2-TZVPD", "elements": ["C", "C", "C", "C", "N", "N", "N", "N", "N", "N", "N", "H", "H", "H", "H", "H", "H", "H", "H", "H"], "coordinates": [[0.6115, -0.6470, 0.2075], [-0.5779, -0.5571, -0.7188], [1.9467, -0.2654, -0.4670], [0.2806, 0.0489, 1.4879], [0.5547, -2.1233, 0.5458], [-2.4870, -0.1819, 0.8559], [-0.3644, -2.6667, -0.0734], [-3.4867, 0.0961, 0.4175], [-1.1069, -1.8267, -0.8546], [-0.9874, 0.5427, -1.1807], [-4.6238, 0.3611, 0.1420], [2.9161, -0.8475, -0.2389], [2.0026, 0.7810, -0.3692], [1.8494, -0.3214, -1.5656], [-0.6587, -0.4779, 2.0560], [0.0556, 1.0881, 1.0854], [1.1106, 0.1532, 2.1310], [-1.7909, -2.2445, -1.4676], [-0.5841, 1.4355, -0.8339], [-5.1433, 0.3675, -0.6939]], "forces_ev_per_a": [[-0.1, -3.3, 0.3], [0.9, 2.2, -0.5], [0.2, -1.4, -1.1], [-2.6, 0.8, 0.2], [0.3, 0.2, -0.8], [-1.6, 0.4, 0.2], [0.0, -1.4, 0.5], [0.7, -0.9, -0.2], [1.3, 0.8, 0.2], [-1.1, 0.4, -1.1], [-1.1, 0.8, 2.1], [-1.8, 1.0, 0.4], [0.8, 1.4, 0.7], [-0.2, -0.5, 0.3], [2.7, 1.7, -1.5], [-0.3, -0.9, 1.2], [1.0, -0.2, 0.8], [0.1, 0.4, 0.1], [0.2, -1.4, -0.3], [0.6, -0.3, -1.5]], "multiplicity": 1}

=====

Record 3
{"formula": "C2H4N2O2", "method": "ωB97M-V/def2-TZVPD", "elements": ["C", "C", "N", "N", "O", "O", "H", "H", "H", "H"], "coordinates": [[-2.0008, -0.1185, -0.1252], [-0.6880, -0.2665, 0.6559], [1.9891, 0.3552, -0.3731], [1.5156, 1.3736, 0.0066], [-2.9480, 0.5988, -0.0415], [0.1022, -1.1647, 0.4861], [-2.0062, -0.7757, -1.0239], [-0.4253, 0.6273, 1.2810], [3.1093, 0.0274, -0.3863], [1.3520, -0.6569, -0.4795]], "forces_ev_per_a": [[0.2, -1.6, -2.4], [0.1, 2.5, 1.1], [1.1, -3.9, 0.2], [0.2, -0.1, -0.4], [0.2, 0.9, 1.5], [-0.9, -0.8, -0.2], [0.4, -0.4, 0.2], [-0.3, -0.8, 0.1], [-2.5, 1.5, -0.1], [1.5, 2.6, 0.1]], "multiplicity": 1}

=====

Record 4
{"formula": "C4H3I", "method": "ωB97M-V/def2-TZVPD", "elements": ["C", "C", "C", "C", "I", "H", "H", "H"], "coordinates": [[1.5344, 0.2175, -0.0205], [-0.3579, 1.3543, -0.0162], [0.4413, -0.2555, -0.5009], [-0.7901, 0.1218, 0.5331], [-2.9858, -0.2267, -0.0808], [2.5418, 0.1444, -0.0568], [0.3572, -0.8495, -1.3233], [-0.7410, -0.5063, 1.4655]], "forces_ev_per_a": [[-4.0, 1.8, 1.3], [1.4, -1.7, 0.9], [0.0, 0.5, 1.6], [-0.3, -0.2, -0.3], [1.0, 0.2, 0.1], [2.9, 0.1, -0.3], [-1.2, -1.7, -2.2], [0.3, 1.1, -1.2]], "multiplicity": 1}

=====

Record 5
{"formula": "C2H6N2O", "method": "ωB97M-V/def2-TZVPD", "elements": ["N", "C", "C", "N", "O", "H", "H", "H", "H", "H", "H"], "coordinates": [[1.6595, 0.6628, 0.8481], [0.9971, 0.0438, -0.2905], [-0.5239, -0.1092, -0.1549], [-1.0216, -1.1764, -0.8448], [-1.1873, 0.6566, 0.5033], [1.3480, 0.1993, 1.6905], [1.2028, 1.5669, 0.9670], [1.4179, -0.9508, -0.4528], [1.1514, 0.6672, -1.1561], [-0.3983, -1.5607, -1.5343], [-2.0052, -1.3351, -0.9748]], "forces_ev_per_a": [[-0.7, 0.5, -0.1], [-0.2, -0.5, 0.6], [0.1, 0.0, -0.1], [0.4, 0.0, -0.2], [-0.3, 0.1, 0.3], [0.2, -0.4, 0.2], [0.3, 0.1, -0.1], [0.2, 0.1, -0.2], [0.3, 0.1, -0.5], [-0.2, -0.3, 0.0], [-0.1, 0.3, 0.1]], "smiles": "NCC(N)=O", "multiplicity": 1}

=====

Record 6
{"formula": "CH5NOSi", "method": "ωB97M-V/def2-TZVPD", "elements": ["C", "N", "O", "Si", "H", "H", "H", "H", "H"], "coordinates": [[1.2358, 0.1271, -0.1335], [2.3335, -0.1294, 0.3999], [0.0199, -0.2448, 0.5290], [-1.5494, -0.1752, 0.1916], [1.0839, 0.4313, -1.1578], [3.1912, -0.0534, -0.1261], [-2.1347, 1.1379, 0.1186], [-2.1989, -0.8103, 1.4183], [-1.9813, -0.2833, -1.2401]], "forces_ev_per_a": [[-11.6, 3.3, -5.0], [9.3, -3.3, 6.0], [4.0, 0.0, -0.3], [-2.1, 0.4, 0.0], [-0.3, -0.3, -0.2], [-0.2, 0.2, -0.3], [0.1, 1.3, 0.8], [0.3, -0.1, -1.1], [0.4, -1.4, 0.2]], "multiplicity": 3}

=====

Table of relative energy (zero: lowest compared OMol25 entry of this formula, charge and spin) (eV), in record order: 0.0000, 4.2836, 5.8714, 5.3782, 0.3947, 2.2541